C8H24O4 | the ωB97M-V functional and the def2-TZVPD basis

Output
Frontier orbital gap (spin up / spin down) = 2.347 / 9.797 eV
Net charge = -1
DFT total energy = -620.0843 Eh
2S+1 = 2
Relative energy (zero: lowest compared OMol25 entry of this formula, charge and spin) = 0.0000 eV

Last column: Löwdin spin population.
Cartesian coordinates (Å):
O 0.26302 -0.39066 4.23377  0.36
O -1.00060 1.12299 0.33330  0.01
O 0.08322 0.61959 -3.13182  0.00
O -2.33326 -1.16724 3.18134  0.06
C 1.47031 0.80477 -3.27128  0.01
C 0.75101 2.78088 0.31906  0.03
C 1.60795 2.35962 -3.48853  0.00
C -1.54082 -2.04353 1.08965  0.03
C 0.37558 1.34336 0.67663  0.08
C 1.86445 0.12444 -4.61104  0.00
C -2.37442 -2.28635 2.34403  0.02
C -1.89526 -3.49273 3.16651  0.03
H -1.22035 0.19067 0.39728  0.00
H 2.03796 0.53594 -2.38043  0.01
H 0.89390 0.75035 -0.07688  0.01
H 1.19750 2.71051 -4.43537  0.00
H -1.46017 -0.83180 3.39768  0.02
H 1.07873 -0.00992 3.90836  0.12
H 1.82202 2.95275 0.21186  0.01
H 0.32005 -0.30297 5.18524  0.09
H -0.80622 -3.53680 3.17882  0.02
H -1.43751 -2.88436 0.40377  0.00
H -2.23475 -4.45033 2.77172  0.00
H -0.28155 1.10812 -2.39028  0.00
H 0.11711 3.38577 0.96744  0.01
H -0.50508 -1.75931 1.27556  0.02
H 2.89213 0.31610 -4.91966  0.00
H 1.18119 2.98084 -2.70109  0.00
H -2.27193 -3.46070 4.18886  0.01
H 1.76953 -0.96098 -4.57998  0.00
H 0.73400 1.03104 1.65749  0.05
H -1.87771 -1.21783 0.46289  0.00
H 2.65003 2.64784 -3.35031  0.00
H 0.34350 2.94271 -0.67886  0.00
H 1.18680 0.54460 -5.35425  0.00
H -3.40048 -2.45738 2.01837  0.00

---

C8H25BrClKNNaO5P2Si | the ωB97M-V functional and the def2-TZVPD basis

Output
Frontier orbital gap = 2.767 eV
DFT total energy = -5519.2884 Eh
2S+1 = 1
Relative energy (zero: lowest compared OMol25 entry of this formula, charge and spin) = 0.0000 eV

Last column: Mulliken charge in e.
Cartesian coordinates (Å):
Br -1.56669 -2.65856 3.05568  -0.84
K -9.57190 0.84080 0.26713  1.03
Cl 6.60984 0.44498 -1.39364  -0.81
P 2.88480 -1.28324 1.05295  0.12
P -5.59295 -1.32280 1.09069  1.04
Si 0.84652 -0.43998 0.79548  0.43
Na 4.28668 -3.04499 2.14515  0.82
O 6.57452 2.80411 -2.67602  -0.57
O -4.36322 -0.53663 0.59378  -0.38
O -6.69416 -0.13418 1.04817  -0.33
O -5.51095 -2.02422 2.35653  -0.62
O -6.09965 -2.21309 -0.12760  -0.33
N 4.85722 3.11613 -1.41225  0.12
C -5.41470 -3.46344 -0.37837  -0.73
C 4.25287 -0.12928 0.67935  -0.49
C -3.01614 -1.14729 0.64659  -0.20
C 5.59398 5.03380 -2.82147  -1.23
C 3.08753 -2.88803 0.11544  -1.13
C 5.73486 3.60415 -2.33316  0.87
C -8.00465 -0.53834 1.23535  -1.12
C 3.71391 3.64769 -0.71701  -0.81
H -4.82567 -3.77403 0.48416  0.40
H -2.82942 -1.77637 1.56449  -0.09
H 2.31243 -3.56533 0.45452  0.42
H -2.30576 -0.32898 0.63588  0.22
H 2.86543 3.00240 -0.97021  0.23
H 5.69526 5.73729 -1.99302  0.31
H -6.16190 -4.22209 -0.59310  0.26
H -0.10334 -1.39592 1.39498  -0.20
H -8.58622 0.34031 1.42418  0.52
H 4.62766 5.18145 -3.30710  0.31
H 3.90810 0.86679 0.45814  -0.10
H -8.10041 -1.21684 2.09019  0.45
H 5.11632 2.14827 -1.20091  -0.19
H 4.88802 -0.48575 -0.12759  0.23
H -8.38594 -1.03134 0.31391  0.20
H 3.93712 3.58070 0.35308  0.26
H 0.45555 -0.19225 -0.61946  -0.13
H 4.85114 -0.04671 1.57408  0.35
H 0.75621 0.85941 1.49141  -0.14
H 3.49602 4.67723 -0.99002  0.36
H -2.87610 -1.75147 -0.25185  0.31
H -4.76664 -3.34071 -1.24317  0.25
H 2.99876 -2.79897 -0.95532  0.34
H 4.04458 -3.36241 0.33270  0.30
H 6.38111 5.22773 -3.54273  0.31

---

C8H25Cd2NO6 | the ωB97M-V functional and the def2-TZVPD basis

Output
Frontier orbital gap (spin up / spin down) = 4.538 / 4.628 eV
Net charge = +1
DFT total energy = -1161.0169 Eh
2S+1 = 2

Last column: Löwdin spin population.
Cartesian coordinates (Å):
Cd 1.03408 3.10235 -13.98073  0.46
Cd 4.19840 3.08518 -12.94712  0.22
O 5.76560 11.33128 -12.48639  0.00
O 4.97953 3.49828 -10.64337  0.06
O 3.26111 8.18642 -11.12831  0.00
O 0.65533 -0.06782 -10.86863  0.00
O 2.09459 3.48304 -12.13120  0.11
O 2.84879 1.99092 -14.51767  0.08
N 5.31803 9.27137 -9.92281  0.00
C 1.79702 3.96713 -10.85613  0.02
C 2.32791 7.52768 -11.94369  0.00
C 5.19658 7.87091 -9.54574  0.00
C 6.46649 11.08193 -11.27863  0.00
C 5.25462 12.61817 -12.80269  0.00
C 4.24469 7.25765 -10.56064  0.00
C 6.38180 9.61045 -10.91563  0.00
C 3.01144 0.73233 -15.14555  0.02
H 0.83580 4.46723 -10.73751  0.00
H 4.73798 12.63614 -13.76230  0.00
H 3.79729 6.35515 -10.14418  0.00
H 6.03159 13.37391 -12.91793  0.00
H 2.77977 6.89965 -12.71147  0.00
H 4.86615 6.92252 -11.39105  0.00
H 4.59716 12.96159 -12.00399  0.00
H 2.02844 0.26867 -15.22811  0.00
H -0.00779 -0.52622 -10.35252  0.00
H 1.83512 3.16193 -10.12243  0.00
H 7.27687 9.27100 -10.39434  0.00
H 0.95764 0.63862 -10.29785  0.00
H 4.73231 7.91598 -8.56059  0.00
H 2.63962 4.55538 -10.49270  0.00
H 4.64870 3.39367 -9.75127  0.00
H 3.24811 0.89967 -16.19631  0.00
H 6.45294 9.00582 -11.81977  0.00
H 4.39330 9.33715 -10.32362  0.00
H 5.92880 3.56619 -10.54087  0.00
H 6.14953 7.38807 -9.32925  0.00
H 1.50705 7.04293 -11.41519  0.00
H 6.26466 11.80974 -10.49271  0.00
H 7.51260 11.21447 -11.55468  0.00
H 1.66984 8.28582 -12.36827  0.00
H 3.67444 0.02120 -14.65276  0.00

---

C8H25FO11S2 | the ωB97M-V functional and the def2-TZVPD basis

Output
Frontier orbital gap = 8.305 eV
SMILES string = C[C@@H]1OS(=O)(=O)O[C@@H]1S(=O)(=O)F.CO.CO.CO.CO.CO
DFT total energy = -2043.3621 Eh
2S+1 = 1

Last column: Mulliken charge in e.
Cartesian coordinates (Å):
S -2.11954 -1.57908 -2.44236  1.01
S 1.56107 0.34042 -3.42009  1.20
F 2.80106 -0.75849 -2.95924  -0.27
O 3.54008 -1.82517 -6.31152  -0.49
O -2.47493 -2.86341 -1.64972  -0.49
O 1.51503 0.29571 -4.99753  -0.58
O -0.45935 -1.60944 -2.95323  -0.37
O -3.87539 0.72744 4.81080  -0.50
O 1.38022 -1.46598 3.29586  -0.51
O 1.99693 1.77599 -3.04117  -0.53
O -3.26227 0.93280 2.01876  -0.39
O 2.35708 1.17298 2.00449  -0.38
O -3.17707 -0.99204 -3.40740  -0.49
O -1.93341 -0.39201 -1.19254  -0.27
C 3.68122 1.63961 1.82279  -0.61
C -0.15121 -0.15060 -2.84134  -0.33
C 4.51418 -0.94998 -6.84938  -0.49
C -0.81423 0.55290 -1.51715  0.54
C 0.02081 0.62232 -0.10783  -0.94
C -2.98567 0.72329 5.91193  -0.57
C 0.21559 -2.25200 3.46881  -0.43
C -4.11281 1.36416 0.97252  -0.46
H 1.82082 -1.41346 4.16098  0.28
H 0.49662 -3.25077 3.81201  0.29
H -0.83554 0.27076 -3.72327  0.45
H -0.13013 1.71106 0.34654  0.27
H 4.04257 -0.27694 -7.56975  0.24
H -3.48506 1.14730 6.78665  0.27
H -3.51046 1.55789 0.08187  0.04
H -4.84509 0.58356 0.75174  0.28
H -4.64066 0.18170 5.05946  0.27
H -3.82433 0.76875 2.79496  0.29
H -1.44154 1.50618 -1.86249  0.31
H 4.15729 1.77617 2.79696  0.27
H 4.97286 -0.37359 -6.04227  0.22
H -4.62290 2.28302 1.27175  0.31
H -2.11136 1.32995 5.66465  0.23
H 5.28219 -1.54040 -7.35452  0.24
H -0.48273 -0.13976 0.65149  0.18
H -2.66826 -0.30115 6.12124  0.24
H -0.44158 -1.77528 4.20019  0.16
H -0.30503 -2.33125 2.51158  0.17
H 3.65168 2.59677 1.29687  0.22
H 2.87242 -1.27325 -5.87001  0.28
H 2.41517 0.32317 2.47327  0.29
H 4.24488 0.91674 1.22799  0.27
H 1.17073 0.41343 -0.20333  0.31

---

C8H26N7O12P | the ωB97M-V functional and the def2-TZVPD basis

Output
Frontier orbital gap = 7.476 eV
SMILES string = [H]/N=C/C[PH4].C[N+](=O)[O-].C[N+](=O)[O-].C[N+](=O)[O-].C[N+](=O)[O-].C[N+](=O)[O-].C[N+](=O)[O-]
DFT total energy = -1947.2165 Eh
2S+1 = 1
Relative energy (zero: lowest compared OMol25 entry of this formula, charge and spin) = 0.5490 eV

Last column: Mulliken charge in e.
Cartesian coordinates (Å):
P -2.55015 -0.09491 2.68692  0.40
O -4.11929 1.25737 0.06547  -0.50
O 0.21860 0.73060 -0.58487  -0.48
O 2.16571 1.16698 0.26046  -0.50
O -4.26529 -0.90721 -0.04209  -0.54
O 4.23192 -2.41702 -0.44917  -0.52
O -5.34416 0.56139 5.51153  -0.50
O -3.43018 0.16213 6.42827  -0.50
O 2.62497 -2.79936 -6.18946  -0.53
O 2.89195 -3.40490 -1.81774  -0.63
O 4.92015 2.51259 -3.54939  -0.49
O 3.14279 3.72570 -3.43049  -0.53
O 0.88106 -4.05667 -6.34829  -0.54
N -4.51020 0.21963 -0.43858  0.92
N 1.28197 -0.17586 3.31842  -0.74
N 1.40689 0.98237 -0.67125  0.89
N 4.31464 3.50007 -3.20031  0.87
N 3.13163 -2.75402 -0.81794  0.96
N -4.33722 0.89712 6.09542  0.85
N 1.90980 -3.70199 -5.81187  0.89
C 0.25859 -0.11981 2.53803  0.03
C 5.05835 4.52533 -2.42511  -0.76
C 1.98860 1.07131 -2.03518  -0.75
C -5.36544 0.32887 -1.64733  -0.79
C 2.33455 -4.42924 -4.58860  -0.52
C -0.90880 -1.15332 2.52570  -0.86
C 1.96981 -2.34242 0.01096  -0.77
C -4.19322 2.33468 6.43717  -0.74
H 4.56294 4.63115 -1.46274  0.30
H 0.19108 0.70755 1.78954  0.30
H -0.90700 -1.66531 1.52622  0.27
H -0.83518 -1.88831 3.36597  0.38
H 2.39477 2.07264 -2.15345  0.22
H -5.07077 2.86604 6.08205  0.31
H -4.85584 -0.18873 -2.45662  0.29
H 1.46316 -3.24675 0.33935  0.34
H 1.32123 -1.73375 -0.61556  0.21
H -3.75761 0.72550 2.69273  -0.03
H 5.02182 5.45328 -2.99081  0.30
H -4.10793 2.40703 7.51877  0.29
H 2.77035 0.31755 -2.10915  0.32
H 3.31090 -4.86431 -4.78804  0.27
H -2.98393 -0.86776 3.80777  0.04
H -2.81426 -0.40224 1.31809  -0.12
H 2.33027 -1.77202 0.86276  0.35
H 1.20430 0.88606 -2.76252  0.30
H 1.60405 -5.20287 -4.37224  0.30
H 2.38409 -3.70794 -3.77799  0.19
H -6.31838 -0.14174 -1.41752  0.28
H 6.08285 4.18967 -2.29801  0.31
H 1.84104 0.65009 3.06336  0.30
H -1.74568 1.07658 2.94594  0.04
H -5.49994 1.37977 -1.88430  0.32
H -3.29432 2.69937 5.94569  0.28

---

C8H27FN9O5 | the ωB97M-V functional and the def2-TZVPD basis

Output
Frontier orbital gap = 9.370 eV
Net charge = -1
DFT total energy = -1290.0418 Eh
2S+1 = 1
Relative energy (zero: lowest compared OMol25 entry of this formula, charge and spin) = 3.2716 eV

Last column: Mulliken charge in e.
Cartesian coordinates (Å):
F 32.99000 -34.44560 20.82744  -0.96
O 29.82329 -37.03271 22.97460  -0.75
O 36.16061 -33.21424 17.24801  -0.41
O 30.07477 -35.24059 17.30838  -0.78
O 36.68278 -36.32346 22.98071  -0.75
O 31.24080 -30.69280 23.05675  -0.75
N 32.00153 -35.78617 18.43288  -0.20
N 30.39033 -35.20927 21.83712  -0.18
N 31.90997 -36.49241 22.59961  -0.23
N 32.96585 -31.96725 22.89074  -0.27
N 35.71748 -35.55940 21.16087  -0.14
N 31.82036 -31.71957 21.15712  -0.07
N 30.87700 -34.07853 19.03571  -0.14
N 34.76461 -35.39416 22.97885  -0.14
N 36.99564 -30.48467 18.90691  -0.78
C 36.07051 -31.72754 20.74024  -0.98
C 35.59066 -32.62057 18.41100  -0.09
C 30.63324 -36.26606 22.52703  0.33
C 31.99321 -31.34485 22.35909  0.58
C 35.29641 -34.17370 16.64234  -0.65
C 36.60678 -31.82519 19.34851  0.42
C 30.92320 -35.07963 18.20381  0.42
C 35.77797 -35.81263 22.41550  0.54
H 34.48123 -35.69481 23.90048  0.23
H 31.10953 -31.32099 20.56049  0.19
H 34.15982 -34.90346 22.33578  -0.12
H 32.34313 -37.28965 23.04331  0.20
H 37.87723 -30.33166 19.37540  0.28
H 32.48060 -35.40704 19.23715  0.28
H 29.44330 -34.85933 21.80895  0.17
H 32.40077 -35.94864 21.90424  0.33
H 37.45305 -32.49259 19.51129  0.24
H 30.15740 -33.38092 18.91074  0.14
H 31.21175 -34.73904 21.48463  0.38
H 36.52278 -35.64716 20.55763  0.20
H 35.18630 -35.00663 17.33675  0.22
H 35.17130 -31.11999 20.84226  0.30
H 33.20221 -31.46324 23.73349  0.19
H 35.09930 -33.34502 19.06048  -0.21
H 35.74664 -32.72554 21.03553  -0.05
H 36.81696 -31.29730 21.40793  0.44
H 32.22955 -36.61135 17.89699  0.18
H 37.34525 -30.65378 17.97456  0.29
H 33.56181 -32.62494 22.40869  0.14
H 34.30153 -33.78749 16.42061  0.31
H 35.71136 -34.61842 15.73784  0.31
H 31.56676 -34.01470 19.77074  -0.01
H 32.32024 -32.56606 20.92545  0.03
H 34.86866 -31.86061 18.11220  0.36
H 34.79749 -35.21308 20.92896  -0.03